Entry 1:
A cluster of 2 separate species, C5H15N2 in total at a distorted geometry. Source: OMol25; level of theory: the ωB97M-V functional and the def2-TZVPD basis.

Properties
- E: -8396.6589 eV
- Energy relative to the best compared isomer or geometry (same formula, charge and spin): 6.0177 eV
- HOMO: -14.40 eV
- Lowest unoccupied orbital energy: -8.6 eV
- HOMO-LUMO gap: 0.2132 Ha
- Molecular weight: 103.19 g mol⁻¹

```
! RIJCOSX wB97M-V def2-TZVPD def2/J DEFGRID3
* xyz 1 1
C -1.16 0.74 0.77
N -0.03 0.93 0.03
C 2.54 -0.58 0.83
C 3.04 0.63 0.03
C -1.60 -0.70 0.57
N -1.52 -0.99 -0.84
C -2.65 -0.48 -1.59
H -1.03 1.10 1.81
H -1.99 1.40 0.39
H 1.48 -0.61 1.10
H 3.14 -0.70 1.74
H 2.75 -1.47 0.24
H 2.88 1.61 0.47
H 2.64 0.63 -0.99
H 4.12 0.50 -0.09
H -2.53 -1.01 1.04
H -0.82 -1.30 1.06
H -0.65 -0.58 -1.18
H 0.20 1.94 0.01
H -2.88 0.57 -1.35
H -3.53 -1.09 -1.40
H -2.40 -0.55 -2.65
*
```

Here are the natural (NBO) charges for atoms 1 to 5, given in e: C -0.3520; N -0.1625; C -0.5974; C -0.6209; C -0.2762

***

Entry 2:
A cluster of 2 separate species, C11H15N in total at a distorted geometry. Source: OMol25; level of theory: the ωB97M-V functional and the def2-TZVPD basis.

Properties
- E: -13138.6233 eV
- SMILES: Cc1c[nH]c2ccccc12.CC
- Energy relative to the best compared isomer or geometry (same formula, charge and spin): 2.1679 eV
- HOMO: -7.89 eV
- Lowest unoccupied orbital energy: 0.9 eV
- HOMO-LUMO gap: 0.3244 Ha
- Molecular weight: 161.25 g mol⁻¹

```
! RIJCOSX wB97M-V def2-TZVPD def2/J DEFGRID3
* xyz 0 1
C 3.18 1.75 -0.43
C 3.30 0.31 -0.81
H 2.83 2.34 -1.28
H 2.52 1.85 0.36
H 4.13 2.15 -0.03
H 3.98 -0.28 -0.21
H 3.82 0.34 -1.77
H 2.35 -0.29 -0.94
C -2.46 -2.97 -0.18
C -0.88 0.15 1.13
C -1.41 -0.65 0.01
C -1.86 -1.87 0.60
C -1.51 -1.84 1.93
C -0.63 2.16 -0.33
C -0.35 1.51 0.89
C -1.14 1.41 -1.42
C -1.50 0.10 -1.26
N -0.85 -0.63 2.25
H -0.29 3.26 -0.41
H 0.07 2.12 1.63
H -1.19 1.89 -2.56
H -2.06 -0.41 -2.06
H -0.60 -0.22 3.11
H -1.72 -2.50 2.79
H -3.41 -3.02 0.32
H -2.01 -3.97 -0.18
H -2.33 -2.69 -1.13
*
```

Here are the natural (NBO) charges for atoms 1 to 5, given in e: C -0.6020; C -0.6122; H 0.2034; H 0.2002; H 0.1991